1.
Entry from the Open Molecules 2025 dataset: a 16-piece molecular cluster, H32O16 overall in a non-equilibrium geometry (ωB97M-V/def2-TZVPD).

Calculated values
Kohn-Sham gap: 0.321 Eh
2S+1: 1
total energy: -33279.2886 eV
LUMO: -0.0387 Eh
M: 288.24 g mol⁻¹
E_HOMO: -0.3601 hartree

```
48
Properties=species:S:1:pos:R:3:forces:R:3
O -1.326789 2.993518 -2.427945 3.592 0.667 1.243
H -0.751170 2.252969 -2.088400 -0.502 0.688 -0.944
H -2.127695 2.603075 -2.577296 -3.334 -1.421 -0.709
O 0.878605 1.485341 -1.987803 -0.461 -3.011 -1.629
H 1.287933 1.150264 -2.832120 -0.692 0.786 1.235
H 1.207276 2.332653 -1.841152 1.299 2.369 0.465
O 0.204074 -2.876265 1.680392 -1.260 -0.605 2.735
H -0.046801 -3.530438 2.387804 0.121 1.382 0.058
H 0.382924 -3.551973 1.091872 1.284 -1.641 -3.118
O 0.280430 -0.176206 0.261818 1.131 -1.064 0.755
H -0.492361 -0.592993 0.620841 -0.804 -0.811 0.998
H -0.150536 0.383065 -0.346263 -0.280 1.713 -1.536
O 1.770683 -1.352970 -1.761799 1.297 -1.143 0.084
H 1.416743 -1.108150 -2.597469 -0.694 0.163 -0.993
H 1.175672 -1.045147 -1.090287 -0.890 0.492 0.739
O -0.462925 3.533657 0.183096 1.167 0.676 0.614
H -0.993489 3.204446 -0.546344 -0.705 0.219 0.251
H -0.950133 3.552353 1.020442 -0.332 -0.380 -0.839
O -1.233156 -2.263046 -1.505251 0.590 -1.566 0.608
H -0.878603 -3.088306 -1.099135 -0.272 1.135 -0.352
H -1.761884 -2.579363 -2.230289 -0.307 -0.282 -0.612
O 0.449986 -1.303379 3.777023 0.416 -1.953 -0.868
H 0.364922 -1.626611 2.849530 -0.163 0.896 0.544
H 1.154280 -1.925547 4.009448 0.170 0.553 0.788
O -2.177203 1.613199 1.233401 -1.416 1.142 0.040
H -1.463957 1.349948 1.819446 0.453 -0.722 0.138
H -2.353261 1.032072 0.497231 0.528 -0.467 0.039
O 3.570479 0.623653 -0.910668 -0.742 -0.422 -2.470
H 3.400689 0.685404 -0.005138 -0.103 0.503 2.619
H 2.665172 0.364776 -1.216236 1.321 0.154 0.045
O 1.695199 2.033121 1.275217 1.450 -1.613 1.290
H 1.208952 2.731842 0.935956 -1.096 3.057 -1.297
H 0.979839 1.407520 1.215825 -0.081 -1.392 -0.005
O -1.909196 0.205908 -1.287895 -0.503 -0.920 -0.736
H -2.778379 0.218511 -1.699706 -0.393 0.467 0.189
H -1.727599 -0.777427 -1.297996 0.188 0.885 0.647
O -0.342065 0.983952 3.066417 -0.463 1.257 -0.201
H -0.135860 0.113336 3.413273 0.545 0.207 0.409
H 0.457868 1.534375 3.076760 -0.098 -0.419 0.046
O -2.172664 -1.434002 1.364824 -0.605 1.082 -0.043
H -1.793371 -2.276784 1.528457 0.589 -1.187 0.076
H -2.313991 -1.075993 2.248972 -0.169 0.352 -0.065
O -1.002697 -0.122151 -3.982153 -1.215 -1.170 -0.159
H -1.633345 -0.790681 -4.366822 1.066 1.102 0.426
H -1.342511 0.027375 -3.073589 0.463 0.145 -0.473
O 3.401628 -1.527439 1.430715 -0.464 -0.545 -0.710
H 3.902700 -1.738303 0.615025 -0.434 0.354 0.559
H 2.465589 -1.653161 1.167973 0.806 0.291 0.116
```
Forces are in eV/Å.



2.
Entry from the Open Molecules 2025 dataset: a 2-piece molecular cluster, C6H10O overall in a non-equilibrium geometry (ωB97M-V/def2-TZVPD).

Calculated values
Kohn-Sham gap: 0.340 Eh
2S+1: 1
total energy: -8425.5365 eV
LUMO: 0.0167 Eh
M: 98.14 g mol⁻¹
E_HOMO: -0.3232 hartree

```
17
Properties=species:S:1:pos:R:3:forces:R:3
C -0.151925 -1.481061 0.222922 0.334 -1.032 2.237
C -1.581479 -1.176154 -0.307475 0.478 0.150 -0.383
C -0.571246 1.163661 0.469580 -0.618 -0.933 -0.590
C 3.249065 -0.396102 -0.789997 -0.116 0.263 0.734
C -0.744668 -0.122327 0.281786 0.883 -1.578 0.279
C -1.641230 2.060963 0.043278 -4.223 0.491 -1.083
O 3.921481 -0.926848 0.235134 -1.335 0.955 -0.492
H -0.146580 -2.083313 1.215040 -0.310 1.171 -1.565
H 0.792158 -1.794587 -0.284740 -1.393 0.565 -0.299
H -1.700188 -1.024645 -1.394589 -0.238 -0.521 0.589
H -2.402309 -1.627591 0.276397 0.406 0.347 -0.590
H 0.371913 1.510031 0.806411 0.636 0.516 0.378
H 2.182484 -0.738121 -0.670687 0.888 -0.488 -0.197
H -2.706613 1.925536 0.495411 1.974 -0.025 0.311
H -2.052658 1.921312 -0.997926 1.235 -0.259 0.407
H -1.481832 3.109593 0.076560 0.596 0.933 0.388
H 4.663622 -0.320355 0.322887 0.804 -0.556 -0.125
```
Forces are in eV/Å.



3.
Entry from the Open Molecules 2025 dataset: C38H46N7P2S2Se2SiTc as an isolated structure (ωB97M-V/def2-TZVPD).

Calculated values
Kohn-Sham gap (spin up / spin down): 0.214 / 0.194 Eh
2S+1: 4
total energy: -231580.6434 eV
expectation value of S²: 3.774
charge: +3
LUMO (spin up / spin down): -0.3235 / -0.3441 Eh
M: 1010.92 g mol⁻¹
E_HOMO (spin up / spin down): -0.5376 / -0.5378 hartree

```
99
Properties=species:S:1:pos:R:3:forces:R:3
Tc -0.239618 0.532010 -0.280031 0.083 -0.011 -0.047
C 0.799770 3.922880 -1.555721 -0.001 -0.237 -0.086
P 0.741054 2.846137 -0.074798 -0.311 0.658 0.252
C 2.304139 3.285758 0.745845 0.090 -0.333 -0.086
C -0.485480 3.756640 0.934190 -0.115 -0.138 -0.014
C -1.845129 3.647821 0.253614 0.126 -0.068 0.002
P -2.300571 1.881398 0.013013 -0.387 0.442 -0.158
C -3.484845 1.961061 -1.359477 0.121 -0.179 -0.018
C -3.408705 1.624265 1.433722 0.196 -0.168 0.037
H 0.663514 4.957577 -1.239586 0.033 0.005 0.010
H 0.021221 3.664034 -2.272648 -0.001 0.049 -0.011
H 1.768401 3.844595 -2.050280 -0.004 0.002 -0.009
H 2.390860 4.372793 0.746857 -0.033 0.011 -0.011
H 3.154865 2.868247 0.204846 0.011 0.001 0.023
H 2.326930 2.925178 1.773803 -0.005 0.011 0.002
H -0.169949 4.796637 1.031954 0.016 0.000 0.050
H -0.516829 3.315929 1.935666 0.049 0.027 0.012
H -1.829499 4.128843 -0.726783 -0.006 0.032 0.016
H -2.621402 4.136617 0.843610 -0.046 0.000 -0.043
H -4.302168 2.625387 -1.077044 0.037 0.048 0.002
H -3.866371 0.961276 -1.551362 -0.034 0.056 -0.039
H -3.010349 2.334881 -2.266271 0.005 -0.020 -0.001
H -4.262877 2.290767 1.311808 0.000 0.005 -0.051
H -2.911020 1.883563 2.367779 -0.026 -0.045 0.019
H -3.759216 0.593827 1.477320 0.018 0.017 0.039
S -3.209058 -0.087040 4.684545 0.124 0.015 -0.027
C -3.711786 0.012583 6.312187 -0.075 -0.011 -0.040
C -2.658302 0.143303 7.160211 0.006 -0.015 0.042
C -1.417561 0.170053 6.479383 0.145 -0.006 -0.006
C -1.537953 0.059564 5.120448 -0.228 -0.038 -0.034
C -0.477158 0.111648 4.118354 0.094 0.079 0.051
C -0.775071 0.115489 2.745311 -0.039 0.027 0.008
N 0.130004 0.255494 1.782709 0.079 -0.151 0.324
C 1.442974 0.276415 2.132525 -0.048 -0.015 0.043
C 1.844125 0.279306 3.473252 0.062 0.054 0.003
C 3.247382 0.353513 3.777759 0.005 -0.017 0.033
C 4.168705 0.336925 2.794431 0.029 -0.030 0.032
C 3.776334 0.221803 1.416264 -0.027 -0.024 -0.002
C 4.703413 0.152740 0.373087 -0.025 -0.053 -0.066
C 4.272517 0.010253 -0.935692 0.128 0.014 0.184
C 2.884335 -0.099875 -1.134426 -0.134 -0.093 -0.205
N 1.978466 0.047270 -0.185813 -0.224 0.289 0.254
C 2.413878 0.202476 1.091666 0.145 -0.047 -0.044
C 5.190456 0.003785 -2.068291 0.204 -0.036 -0.068
C 4.891995 0.046746 -3.407893 -0.162 0.001 0.003
C 6.034533 0.094858 -4.235779 -0.009 -0.012 -0.050
C 7.189685 0.087250 -3.513458 0.060 0.003 -0.018
S 6.902644 0.023538 -1.840300 -0.126 -0.034 0.045
C 0.861229 0.210872 4.463837 -0.068 -0.033 -0.020
H -4.763416 -0.029436 6.549089 0.027 -0.024 0.027
H -2.762365 0.218980 8.232271 0.006 0.003 -0.016
H -0.470936 0.275556 6.991227 -0.035 0.010 0.013
H -1.797026 -0.014344 2.420873 0.006 0.079 -0.043
H 3.545467 0.419339 4.816496 0.008 -0.034 -0.016
H 5.224509 0.386143 3.029318 -0.010 -0.001 -0.016
H 5.761901 0.196609 0.601569 -0.012 0.057 0.017
H 2.517142 -0.343192 -2.121378 -0.041 0.018 0.018
H 3.882690 0.050487 -3.799677 0.028 -0.030 0.001
H 6.009757 0.134083 -5.314530 -0.010 -0.011 0.016
H 8.201915 0.112759 -3.885990 -0.008 -0.004 0.021
H 1.162856 0.198366 5.503266 0.008 0.059 -0.008
Se -3.172472 -0.988430 -4.363067 -0.245 -0.071 0.135
N -1.927536 -0.500222 -5.468446 0.315 0.061 -0.351
C -0.960411 0.055296 -4.761194 -0.105 -0.067 0.292
C 0.247444 0.550018 -5.310982 0.070 -0.010 0.047
C 1.128872 1.104138 -4.436850 0.066 0.041 -0.218
C 0.833706 1.145329 -3.058883 -0.226 0.068 0.137
N -0.245376 0.660380 -2.464072 0.077 -0.007 -0.173
C -1.186342 0.109756 -3.325606 0.000 -0.139 -0.319
N -2.324075 -0.408267 -2.922176 0.079 0.003 0.177
H 0.442578 0.463414 -6.372213 -0.058 0.072 -0.004
H 2.065674 1.522435 -4.779224 -0.004 0.019 0.053
H 1.552291 1.613550 -2.405753 0.054 -0.020 0.003
C -3.447279 -4.245156 -0.594474 0.005 -0.005 0.032
Si -4.064113 -2.581990 -0.089321 0.670 0.527 0.092
C -5.165586 -1.739642 -1.311831 0.026 0.064 -0.020
C -4.514728 -2.332322 1.683455 -0.019 -0.120 0.006
Se -1.716520 -1.408929 -0.180685 -0.741 -0.062 -0.169
H -4.202847 -5.006513 -0.378539 -0.018 0.030 0.008
H -2.537853 -4.510194 -0.053162 -0.029 -0.026 0.015
H -3.240883 -4.276639 -1.665355 0.011 0.013 0.004
H -6.161017 -2.192023 -1.246219 0.020 -0.013 0.009
H -4.813571 -1.882663 -2.332913 -0.047 -0.058 0.033
H -5.280867 -0.672287 -1.122123 -0.026 -0.039 0.052
H -5.369712 -2.974811 1.919950 0.015 0.003 0.004
H -4.812451 -1.305922 1.898775 -0.009 -0.011 -0.030
H -3.698992 -2.611907 2.351863 -0.016 -0.019 0.000
C 0.074883 -3.461176 -2.712279 0.068 -0.114 0.117
C 0.820342 -3.546595 -1.422835 0.110 -0.016 0.068
N 1.000075 -2.569136 -0.560591 0.374 -0.350 -0.186
C 1.746474 -3.111764 0.469161 -0.012 0.026 -0.109
C 2.010757 -4.422088 0.220133 0.071 0.079 0.104
N 1.419945 -4.686053 -0.988600 -0.089 -0.037 0.032
H -0.282624 -2.442436 -2.848357 0.004 0.011 -0.010
H -0.782823 -4.137447 -2.709686 -0.007 0.024 -0.060
H 0.714500 -3.734454 -3.552755 -0.041 0.028 -0.034
H 2.054612 -2.528996 1.323086 -0.018 -0.027 0.006
H 2.564941 -5.158236 0.776329 -0.049 -0.035 -0.041
H 1.416006 -5.580479 -1.451397 0.019 0.026 -0.053
```
Forces are in eV/Å.



4.
Entry from the Open Molecules 2025 dataset: C24H31FN7O4SiTi as an isolated structure in a non-equilibrium geometry (ωB97M-V/def2-TZVPD).

Calculated values
Kohn-Sham gap: 0.236 Eh
2S+1: 1
total energy: -77696.2629 eV
charge: +3
LUMO: -0.3645 Eh
M: 576.51 g mol⁻¹
E_HOMO: -0.6006 hartree

```
69
Properties=species:S:1:pos:R:3:forces:R:3
Ti -0.538747 1.290522 -1.337834 1.285 -1.309 -0.193
C 0.629557 0.989558 -3.556147 0.200 0.420 0.331
Si 2.151228 0.871490 -2.368477 -0.590 -0.164 0.050
C 3.186128 2.353994 -2.558463 0.298 0.321 -0.014
C 2.940584 -0.760284 -2.550458 0.297 -0.348 -0.115
N 1.196542 0.918810 -0.853522 0.026 0.524 0.803
C 1.612911 1.207859 0.469446 0.003 -0.208 -0.537
C 2.886412 1.054063 0.997418 0.262 -0.108 -0.035
C 3.135979 1.418006 2.316730 -0.048 0.005 0.002
C 2.133689 1.949554 3.120985 0.029 -0.013 0.010
C 0.845195 2.121009 2.615121 0.078 -0.024 0.227
C 0.664735 1.716022 1.328396 -0.139 0.203 0.011
F -0.619206 1.866531 0.719314 -0.099 -0.041 -0.118
H 0.787017 0.322139 -4.404386 0.011 -0.079 0.041
H 0.517503 2.005209 -3.936746 -0.076 -0.019 -0.065
H -0.355021 0.640392 -3.202618 -0.485 -0.369 -0.556
H 3.578124 2.408806 -3.579325 -0.005 0.024 0.070
H 4.044704 2.331949 -1.881199 -0.041 0.027 -0.058
H 2.614043 3.261844 -2.358218 0.055 0.026 -0.026
H 3.348028 -0.875011 -3.561673 -0.035 -0.004 0.103
H 2.218015 -1.560577 -2.378955 0.058 -0.032 -0.002
H 3.774501 -0.879763 -1.852349 -0.077 -0.044 -0.037
H 3.683016 0.657375 0.375822 -0.053 0.018 0.077
H 4.135320 1.301625 2.715691 -0.029 0.008 -0.014
H 2.349446 2.252587 4.136905 0.006 -0.003 -0.036
H 0.046134 2.567518 3.194548 0.035 -0.035 -0.023
N -3.974814 0.885102 -2.471722 0.076 0.036 -0.044
N -4.396826 2.178277 -2.152303 -0.073 -0.073 0.023
C -3.544307 3.116214 -1.763222 0.371 -0.017 -0.006
N -3.973882 4.345832 -1.569741 -0.013 0.060 0.065
N -2.218135 2.730781 -1.648158 0.073 0.721 0.256
N -1.290216 3.682424 -1.355805 0.176 -0.621 -0.587
O -1.446202 4.752524 -0.890850 0.035 0.342 -0.092
O -0.106092 3.176151 -1.597385 -0.671 1.863 0.321
H -4.235888 0.684261 -3.432087 0.013 -0.009 -0.013
H -4.441390 0.222929 -1.860751 -0.009 -0.008 0.002
H -5.367914 2.437269 -2.280556 -0.027 -0.021 0.033
H -4.930744 4.596437 -1.775935 -0.008 0.009 0.002
H -3.371296 5.063359 -1.195130 -0.059 -0.013 -0.023
C 1.539543 -1.724856 5.441613 -0.048 0.038 -0.226
O 0.931045 -1.406059 4.164011 0.112 -0.081 0.062
C 1.381079 -2.000310 3.036302 0.102 0.197 0.338
C 2.569628 -2.701312 2.899237 0.065 -0.119 -0.062
C 2.905473 -3.232779 1.662134 0.041 0.013 0.037
C 2.088030 -3.059821 0.547783 0.066 -0.019 0.015
C 0.910693 -2.349767 0.670350 -0.020 -0.004 -0.064
C 0.560394 -1.844843 1.913724 -0.558 0.426 -0.015
N -0.653398 -1.122138 2.198896 0.449 -0.410 0.023
C -1.820125 -1.142722 1.674827 -0.177 0.042 -0.334
C -2.221240 -1.885475 0.460165 -0.041 -0.004 0.436
C -2.911208 -3.084452 0.631451 -0.002 -0.126 0.025
C -3.303393 -3.829969 -0.469146 0.015 0.003 -0.011
C -3.036368 -3.360585 -1.748954 -0.035 -0.053 0.007
C -2.390586 -2.145620 -1.929740 -0.100 -0.110 -0.195
C -1.995070 -1.419198 -0.826431 0.344 0.790 -0.145
O -1.353463 -0.205621 -1.018868 -1.087 -1.571 0.275
H 1.213921 -0.948085 6.122806 -0.069 -0.002 0.029
H 2.622613 -1.711537 5.374981 0.059 0.060 -0.009
H 1.188217 -2.697830 5.775393 0.017 -0.053 0.000
H 3.227487 -2.842931 3.743843 -0.019 -0.050 -0.019
H 3.829613 -3.788838 1.565500 -0.034 0.003 0.013
H 2.370077 -3.489223 -0.404816 -0.009 0.038 0.041
H 0.281119 -2.184416 -0.188578 -0.037 -0.043 -0.039
H -0.568476 -0.613912 3.081049 0.088 -0.083 0.098
H -2.572846 -0.591896 2.234656 -0.006 0.029 -0.080
H -3.120164 -3.444197 1.632811 0.012 0.000 -0.046
H -3.811718 -4.774233 -0.326864 -0.002 0.039 -0.005
H -3.340621 -3.937673 -2.613068 0.020 0.013 0.032
H -2.188415 -1.762504 -2.921433 0.008 -0.008 -0.011
```
Forces are in eV/Å.